Below is 15 unconnected molecules or ions with the total composition C5H40N2O14 at a distorted geometry, with properties calculated with ωB97M-V/def2-TZVPD.

The value obtained for the LUMO energy (spin up / spin down) is 2.512 / 2.446 eV. The expectation value of S² is 0.751. As for the energy above the lowest of the compared OMol25 structures with the same formula, charge and spin: 76.1 kcal per mole. The total charge is -1. Its max |F| is 5.91 eV/Å. Its spin multiplicity is 2. The calculation puts the HOMO-LUMO gap (spin up / spin down) at 2.1 / 9.1 eV.

Last column: Mulliken charge in e.
Atoms and positions in Å:
N1 -2.19804 0.54637 1.87403  -0.58
C1 -0.89302 -0.06162 1.95036  0.58
C2 0.11582 0.72632 2.90643  -1.18
C3 1.43380 0.61294 2.25610  0.69
C4 2.02461 1.63231 1.64433  -1.07
C5 -0.90383 -1.55809 2.23666  -0.78
N2 -1.96047 -2.24650 1.55072  -0.46
H1 -2.75766 0.24129 2.64144  0.25
H2 -2.62827 0.22466 1.05881  0.28
H3 -0.63825 -0.07530 0.80651  -0.50
H4 0.26273 0.28716 3.88632  0.29
H5 -0.09428 1.71419 2.94972  0.47
H6 2.00336 -0.31759 2.25993  0.11
H7 1.67054 2.67160 1.59189  0.29
H8 3.12567 1.71699 1.07578  0.18
H9 -1.05525 -1.57857 3.34753  0.49
H10 0.18811 -1.94436 1.83142  0.17
H11 -2.00138 -3.23582 1.95216  0.22
H12 -1.82446 -2.31857 0.56650  0.22
H13 -1.31877 3.03692 -3.72579  0.44
H14 -2.07590 1.68841 -3.32683  0.19
O1 -1.40762 2.00210 -3.93673  -0.57
H15 -4.16886 -1.45592 0.21726  0.28
H16 -3.34359 3.96047 -0.11924  0.37
O2 -3.42600 2.97933 -0.29342  -0.80
H17 2.23781 -0.34531 -2.74613  0.34
H18 2.16396 0.70571 -1.65640  0.20
O3 2.68842 -0.03924 -2.00384  -1.15
H19 -0.66986 1.59967 -2.33372  0.13
H20 -2.84981 2.53736 0.38149  0.34
O4 -0.10023 1.13301 -1.66700  -0.18
H21 -3.87438 0.45923 -2.78768  0.33
H22 -3.39238 -1.71679 -0.96031  0.35
O5 -4.09020 -1.05354 -0.72168  -0.59
H23 -1.65470 -2.31071 -2.30039  0.44
H24 -1.18857 -1.04504 -1.53018  0.15
O6 -1.67163 -1.96377 -1.46760  -0.90
H25 -1.64011 5.01776 1.76414  0.40
H26 -1.84536 3.49915 1.99971  0.17
O7 -2.27767 4.23085 1.63597  -0.59
H27 3.20333 -0.19207 4.12277  0.34
H28 4.44765 0.83419 4.39944  0.30
O8 3.49350 0.57213 4.61180  -0.65
H29 -1.34611 -3.27854 -4.44865  0.21
H30 -0.62841 -1.91021 -4.56485  0.18
O9 -1.16795 -2.43484 -3.99174  -0.31
H31 -0.38437 1.08608 -0.76475  0.00
H32 -3.53758 1.21729 -1.52932  0.27
O10 -3.07374 0.89360 -2.42763  -0.78
H33 4.13169 -0.64423 -1.19259  0.53
H34 5.73935 -0.47217 -1.08195  0.26
O11 4.96652 -0.99714 -0.93806  -0.63
H35 3.72237 -2.02084 2.16846  0.29
H36 3.34568 -2.84672 3.30867  0.24
O12 3.20141 -2.04973 2.97191  -0.59
H37 0.46866 0.65179 -3.38487  0.34
H38 1.20449 0.70963 -4.65615  0.19
O13 1.21354 0.11463 -3.89291  -0.18
H39 4.39077 -2.76700 -0.67083  0.38
H40 2.92184 -3.03943 -0.57872  0.29
O14 3.72308 -3.38348 -0.26831  -0.69

---

Below is 15 unconnected molecules or ions with the total composition C5H41NO14 at a distorted geometry, with properties calculated with ωB97M-V/def2-TZVPD.

The value obtained for the LUMO energy is 0.098 eV. As for the energy above the lowest of the compared OMol25 structures with the same formula, charge and spin: 88.6 kcal per mole. The total charge is 0. Its max |F| is 3.56 eV/Å. Its spin multiplicity is 1. The calculation puts the HOMO-LUMO gap at 9.5 eV.

Last column: Mulliken charge in e.
Atoms and positions in Å:
C1 -0.26515 -4.23199 -1.81178  -1.07
N1 0.37848 -2.93394 -2.11518  0.02
C2 1.54939 -3.20570 -2.98815  -1.06
C3 1.94236 -2.60768 0.01719  -1.38
C4 0.79079 -2.18712 -0.88448  0.85
C5 1.06430 -0.70570 -1.20538  -1.35
H1 0.18661 -5.19831 -2.06993  0.34
H2 -0.62591 -4.41042 -0.80806  0.39
H3 -1.23038 -4.16024 -2.30858  0.33
H4 1.04054 -3.63055 -3.83029  0.46
H5 2.31388 -3.97736 -2.65405  0.28
H6 2.21740 -2.32900 -3.11855  0.29
H7 2.14044 -1.81914 0.78711  0.22
H8 2.94588 -2.60490 -0.45027  0.39
H9 1.87331 -3.62129 0.41111  0.36
H10 -0.20557 -2.16990 -0.38693  0.14
H11 1.39556 -0.02695 -0.44799  0.49
H12 1.89920 -0.70146 -1.94271  0.34
H13 0.21190 -0.17273 -1.73616  -0.18
H14 -0.94147 -0.41117 0.91602  -0.12
H15 -1.86168 0.38032 0.09486  -0.25
O1 -0.96442 0.04271 0.03982  1.30
H16 1.03140 2.69679 1.69019  0.32
H17 1.45108 4.24035 1.86787  0.24
O2 0.98225 3.60728 1.32827  -0.57
H18 -2.97121 -1.30616 -3.19628  0.24
H19 -1.54056 -1.77213 -2.59450  0.25
O3 -2.17761 -1.05751 -2.69934  -0.58
H20 -1.54383 -1.55828 2.99022  0.30
H21 -0.61540 -2.05652 1.96713  0.27
O4 -0.58290 -1.58099 2.80812  -0.66
H22 -0.82526 2.20313 -2.58243  0.49
H23 -1.13268 0.66350 -2.83916  0.24
O5 -1.20828 1.57951 -3.19895  -0.80
H24 -0.58380 2.83554 -0.61879  0.23
H25 0.42396 3.89351 -0.46186  0.34
O6 -0.00999 3.36273 -1.16605  -0.74
H26 -1.16385 1.96958 2.03072  0.23
H27 -1.59156 1.18175 3.34824  0.28
O7 -1.81079 1.85801 2.71724  -0.63
H28 -3.42476 0.59210 -1.76794  0.28
H29 -2.73167 1.70525 -2.42041  0.41
O8 -3.46805 1.55903 -1.77059  -0.70
H30 1.56290 1.50970 3.89627  0.27
H31 1.16403 0.45571 2.94026  0.28
O9 0.94340 1.35112 3.19693  -0.61
H32 -4.54538 1.77169 0.02840  0.31
H33 -3.44233 1.76310 1.22843  0.33
O10 -4.31142 1.39690 0.92661  -0.74
H34 4.57023 0.44676 0.02784  0.35
H35 4.19564 -0.78406 0.88820  0.30
O11 4.48904 0.11674 0.93720  -0.68
H36 -3.38422 -1.30950 0.60695  0.23
H37 -3.55613 -0.13682 1.50941  0.39
O12 -3.19988 -1.05058 1.50616  -0.67
H38 3.71871 -0.21644 3.59000  0.24
H39 3.75566 0.73842 2.37403  0.36
O13 3.12070 0.25229 3.00979  -0.58
H40 2.44240 2.61727 -0.60945  0.30
H41 3.18096 2.28184 0.74123  0.30
O14 3.26260 2.27746 -0.20516  -0.62

---

Below is a molecular structure, C5H4AsClIrNO5S5 at a distorted geometry, with properties calculated with ωB97M-V/def2-TZVPD.

The value obtained for the LUMO energy (spin up / spin down) is 4.451 / 4.503 eV. As for the energy above the lowest of the compared OMol25 structures with the same formula, charge and spin: 50.0 kcal per mole. The total charge is -2. Its max |F| is 2.87 eV/Å. Its spin multiplicity is 1. The calculation puts the HOMO-LUMO gap (spin up / spin down) at 5.8 / 5.9 eV.

Last column: Mulliken charge in e.
Atoms and positions in Å:
Ir1 1.11144 0.30550 1.62237  1.10
O1 4.18552 1.71517 -1.20796  -0.72
Cl1 2.83816 1.49599 -0.76595  1.77
O2 1.96658 1.44495 -1.90179  -0.62
O3 2.45182 2.54206 0.13436  -0.63
O4 2.78758 0.20882 -0.06721  -0.65
O5 -0.31427 1.13232 0.19018  -0.88
N1 -0.95007 0.43637 -0.70516  0.53
C1 -1.91709 1.06409 -1.40021  -0.18
C2 -2.64163 0.44187 -2.38327  -0.74
C3 -2.35366 -0.89217 -2.67878  -0.12
C4 -1.38260 -1.53575 -1.95406  -0.78
C5 -0.68041 -0.89126 -0.91697  0.52
S1 0.41044 -1.72991 0.07334  -0.43
H1 -2.06168 2.09604 -1.12078  0.39
H2 -3.40269 0.99339 -2.91571  0.36
H3 -2.89637 -1.41101 -3.45841  0.35
H4 -1.12995 -2.57107 -2.13132  0.33
S2 1.69247 -1.78871 6.44856  -0.60
As1 0.78710 -0.90988 4.67268  0.32
S3 2.37431 -0.80343 3.08654  -0.33
S4 -0.19803 1.03600 3.23125  -0.41
S5 -0.67695 -2.37937 4.14829  -0.56

---

Below is a molecular structure, C5H4BaF8NO4 at a distorted geometry, with properties calculated with ωB97M-V/def2-TZVPD.

The value obtained for the LUMO energy is -7.187 eV. As for the energy above the lowest of the compared OMol25 structures with the same formula, charge and spin: 67.8 kcal per mole. The total charge is +1. Its max |F| is 4.14 eV/Å. Its spin multiplicity is 1. The calculation puts the HOMO-LUMO gap at 3.0 eV.

Last column: Mulliken charge in e.
Atoms and positions in Å:
Ba1 -4.52457 -5.63813 4.52637  1.84
N1 0.09705 -6.78111 2.71466  1.00
O1 -0.51037 -6.66558 3.80379  -0.67
O2 0.79990 -7.77377 2.54330  -0.54
O3 -0.15606 -6.02229 1.81635  -0.62
C1 0.28542 1.88330 -1.25466  -0.78
C2 0.62035 3.34963 -1.71448  0.81
C3 1.92730 3.38629 -2.66559  0.11
F1 2.38977 4.60123 -2.94154  -0.26
F2 2.90761 2.55134 -2.38549  -0.23
F3 -0.45462 3.68901 -2.45029  -0.30
F4 0.70165 4.14932 -0.61800  -0.30
O4 -1.01266 1.60554 -0.70873  -0.37
C4 -1.12487 1.06986 0.58834  0.77
C5 -0.61890 -0.35019 0.67892  0.27
F5 0.71198 -0.44762 0.24807  -0.24
F6 -0.73350 -0.79701 1.93875  -0.25
F7 -0.56972 1.96773 1.41680  -0.28
F8 -2.48165 1.14604 0.80121  -0.30
H1 1.12374 1.63882 -0.60231  0.42
H2 0.36262 1.29998 -2.17220  0.40
H3 1.57310 3.08480 -3.65136  0.28
H4 -1.31357 -0.94719 0.08806  0.24

---

Below is a gas-phase ion, C5H4BrN2O (charge -1) at a distorted geometry, with properties calculated with ωB97M-V/def2-TZVPD.

The value obtained for the LUMO energy is 3.443 eV. As for the energy above the lowest of the compared OMol25 structures with the same formula, charge and spin: 2.5 kcal per mole. The total charge is -1. Its max |F| is 1.57 eV/Å. Its spin multiplicity is 1. The calculation puts the HOMO-LUMO gap at 7.0 eV.

Last column: Mulliken charge in e.
Atoms and positions in Å:
C1 0.51327 -0.74341 0.33424  -0.46
C2 -0.86718 -1.07695 0.51073  -0.10
C3 1.13541 0.36872 -0.10916  -0.25
C4 -1.83777 -0.24046 0.09315  -0.37
C5 -0.54364 1.87773 -0.94863  0.19
N1 -1.36894 2.38071 -1.69888  -0.45
N2 0.63822 1.58511 -0.58151  0.47
O1 1.46805 2.61418 -0.59142  -0.77
Br1 -3.66482 -0.81771 0.53630  -0.39
H1 1.20242 -1.52224 0.64769  0.23
H2 -1.02066 -2.06131 0.97238  0.28
H3 2.21497 0.42435 -0.07840  0.32
H4 -2.25614 2.70386 -1.33703  0.30

---

Below is 2 unconnected molecules or ions with the total composition C5H4BrNO2 at a distorted geometry, with properties calculated with ωB97M-V/def2-TZVPD.

The value obtained for the LUMO energy is -0.595 eV. As for the energy above the lowest of the compared OMol25 structures with the same formula, charge and spin: 13.8 kcal per mole. The total charge is 0. Its max |F| is 4.00 eV/Å. Its spin multiplicity is 1. The calculation puts the HOMO-LUMO gap at 9.0 eV. Its SMILES is [O-][N+]#CBr.CC#CC=O.

Last column: Mulliken charge in e.
Atoms and positions in Å:
O1 -3.69091 -1.26272 -3.06074  -0.58
N1 -3.84327 -1.00058 -1.90879  0.48
C1 -3.66073 -0.72682 -0.76340  0.10
Br1 -4.42393 -0.57152 0.90475  -0.01
C2 -1.20743 0.41872 2.21989  -1.06
C3 -1.38229 0.88228 0.85249  0.33
C4 -1.56711 0.99023 -0.35067  0.10
C5 -1.38510 1.73996 -1.52724  -0.08
O2 -1.07664 2.86640 -1.42950  -0.41
H1 -0.47416 -0.33404 2.24484  0.30
H2 -1.01156 1.14708 2.97960  0.32
H3 -2.11599 0.01951 2.36383  0.23
H4 -1.58626 1.23487 -2.50202  0.28

---

Below is 2 unconnected molecules or ions with the total composition C5H4BrO2S at a distorted geometry, with properties calculated with ωB97M-V/def2-TZVPD.

The value obtained for the LUMO energy is 3.440 eV. As for the energy above the lowest of the compared OMol25 structures with the same formula, charge and spin: 43.1 kcal per mole. The total charge is -1. Its max |F| is 3.79 eV/Å. Its spin multiplicity is 1. The calculation puts the HOMO-LUMO gap at 6.0 eV.

Last column: Mulliken charge in e.
Atoms and positions in Å:
C1 1.73177 0.63574 0.04035  -0.56
C2 1.22952 0.70717 1.23182  -0.10
C3 -2.25692 -1.74499 0.23070  0.81
C4 0.62283 0.21189 -0.93931  -0.41
C5 -0.78479 0.36934 -0.35930  -0.33
O1 -3.21205 -1.28456 0.72212  -0.41
O2 -1.51977 -2.54250 -0.24654  -0.45
S1 -0.44261 0.67826 1.38697  -0.17
Br1 -1.79915 1.98283 -1.19087  -0.40
H1 2.80988 0.59104 -0.03865  0.32
H2 1.79342 0.78096 2.19163  0.26
H3 0.90281 0.57808 -1.95589  0.35
H4 0.92505 -0.96327 -1.07305  0.10

---

Below is 2 unconnected molecules or ions with the total composition C5H4Cl2 at a distorted geometry, with properties calculated with ωB97M-V/def2-TZVPD.

The value obtained for the LUMO energy (spin up / spin down) is -1.905 / -1.903 eV. As for the energy above the lowest of the compared OMol25 structures with the same formula, charge and spin: 126.0 kcal per mole. The total charge is 0. Its max |F| is 5.28 eV/Å. Its spin multiplicity is 1. The calculation puts the HOMO-LUMO gap (spin up / spin down) at 8.0 / 8.0 eV.

Last column: Mulliken charge in e.
Atoms and positions in Å:
C1 -0.57796 -0.72207 -0.89729  -0.20
C2 0.53484 -0.78983 1.04295  -0.11
C3 -0.55275 -0.04035 0.59105  -0.14
C4 0.72499 -0.22173 -0.35496  -0.10
C5 0.27637 1.12119 0.15536  0.29
Cl1 -1.15582 2.21116 -1.79305  -0.42
Cl2 1.01475 2.35830 0.96412  -0.03
H1 -0.77606 -1.71887 -0.83985  0.26
H2 -1.03394 -0.06476 -1.76874  0.10
H3 1.15086 -0.29385 1.79508  0.15
H4 0.39471 -1.83919 1.10532  0.20